The following is a quantum chemistry calculation of the ion C3H6N3O with charge -1, from the Open Molecules 2025 dataset.

```
13
C3H6N3O, DFT ωB97M-V/def2-TZVPD
C -0.64 0.74 -0.87
C 0.87 -1.66 0.27
C 0.06 1.25 0.34
N 1.90 -1.10 -0.25
N 1.51 1.14 0.38
N 2.25 0.19 0.00
O 3.47 0.42 -0.21
H -0.10 0.96 -1.79
H -0.95 -0.30 -0.83
H 0.27 -1.26 1.08
H 0.61 -2.63 -0.11
H -0.08 2.34 0.42
H -0.39 0.82 1.25
```

* E_tot: -357.2094 Ha
* E_HOMO (alpha / beta): -0.104 / -0.054 hartree
* energy relative to the best compared isomer or geometry (same formula, charge and spin): 65.8 kcal/mol
* max |F|: 1.283 eV/A
* orbital gap (alpha / beta): 7.03 / 5.27 eV
* charge: -1

Results of the Mulliken charge analysis, in e, for atoms 1 through 6: -0.66, -0.47, -0.55, -0.57, -0.80, 1.28

=====

The following is a quantum chemistry calculation of a cluster of 2 separate species, C3H6N3O2S in total, from the Open Molecules 2025 dataset.

```
15
C3H6N3O2S, DFT ωB97M-V/def2-TZVPD
C 1.45 -0.23 -0.91
C 0.41 1.15 0.88
C 0.88 0.01 -2.12
N 1.16 0.51 0.23
N 1.29 -0.68 -3.16
N -0.15 2.05 1.60
O -3.51 -1.06 2.52
O -1.35 -0.65 1.54
S -2.13 -0.87 2.73
H 2.26 -1.02 -0.66
H 0.20 0.80 -2.37
H 0.72 -0.83 -4.00
H 2.05 -1.37 -3.17
H 0.02 2.99 1.62
H -1.06 1.80 2.11
```

* E_tot: -830.5337 Ha
* E_HOMO: -0.458 hartree
* energy relative to the best compared isomer or geometry (same formula, charge and spin): 23.3 kcal/mol
* max |F|: 5.115 eV/A
* orbital gap: 7.84 eV
* charge: +1

Results of the Mulliken charge analysis, in e, for atoms 1 through 6: -0.35, 0.60, 0.16, -0.06, -0.39, -0.37

=====

The following is a quantum chemistry calculation of the ion C3H6N3S with charge +1, from the Open Molecules 2025 dataset.

```
13
C3H6N3S, DFT ωB97M-V/def2-TZVPD
H 2.37 -2.38 -0.19
N 1.83 -1.54 0.05
C 0.60 -1.24 0.04
N 0.34 0.06 -0.16
C -0.96 0.73 0.10
C 1.47 0.80 -0.08
N 2.60 0.21 -0.05
S 4.13 0.27 0.03
H -0.15 -1.89 0.18
H -1.47 0.61 -0.86
H -1.55 0.40 1.05
H -0.59 1.82 0.24
H 1.53 1.80 0.16
```

* E_tot: -679.9816 Ha
* E_HOMO: -0.476 hartree
* energy relative to the best compared isomer or geometry (same formula, charge and spin): 81.2 kcal/mol
* SMILES string: [H]/N=C/N(C)C=[N+]=S
* max |F|: 3.757 eV/A
* orbital gap: 7.44 eV
* charge: +1

Results of the Mulliken charge analysis, in e, for atoms 1 through 6: 0.28, -0.31, -0.17, 0.05, -0.73, 0.00

=====

The following is a quantum chemistry calculation of the molecule C3H6N4, from the Open Molecules 2025 dataset.

```
13
C3H6N4, DFT ωB97M-V/def2-TZVPD
N 1.93 1.60 -0.90
C 1.38 0.67 -1.36
C 0.08 0.39 -0.62
N -1.12 0.80 -1.24
C 0.06 -0.35 0.52
N -1.14 -0.73 1.09
N 1.19 -0.91 1.10
H -1.22 0.43 -2.18
H -1.23 1.81 -1.26
H -1.93 -0.48 0.53
H -1.17 -1.69 1.42
H 2.06 -0.50 0.80
H 1.12 -1.05 2.10
```

* E_tot: -336.8658 Ha
* E_HOMO: -0.280 hartree
* energy relative to the best compared isomer or geometry (same formula, charge and spin): 52.4 kcal/mol
* SMILES string: N#CC(N)=C(N)N
* max |F|: 3.153 eV/A
* orbital gap: 7.93 eV

Results of the Mulliken charge analysis, in e, for atoms 1 through 6: -0.29, -0.10, 0.33, -0.57, 0.21, -0.54

=====

The following is a quantum chemistry calculation of a cluster of 2 separate species, C3H6N4 in total, from the Open Molecules 2025 dataset.

```
13
C3H6N4, DFT ωB97M-V/def2-TZVPD
C 2.54 0.03 0.26
C -2.43 -0.40 -0.95
C -3.24 -0.77 -0.03
N 1.51 -0.05 0.90
N -1.87 -0.10 -2.00
N 0.28 0.00 0.98
N 3.51 0.94 0.19
H -3.24 -1.74 0.48
H -3.82 -0.01 0.51
H -1.02 0.34 -2.23
H -0.29 -0.63 1.56
H 3.90 1.63 0.87
H 4.17 0.75 -0.55
```

* E_tot: -336.7532 Ha
* E_HOMO: -0.312 hartree
* energy relative to the best compared isomer or geometry (same formula, charge and spin): 123.1 kcal/mol
* max |F|: 3.421 eV/A
* orbital gap: 8.89 eV

Results of the Mulliken charge analysis, in e, for atoms 1 through 6: -0.02, 0.58, -0.93, 0.27, -0.43, -0.57

=====

The following is a quantum chemistry calculation of a cluster of 2 separate species, C3H6N4 in total, from the Open Molecules 2025 dataset.

```
13
C3H6N4, DFT ωB97M-V/def2-TZVPD
C 0.10 -0.82 -1.07
C -0.03 -0.67 0.36
C 0.18 0.30 1.46
N -2.85 0.57 0.06
N -3.17 1.26 -0.79
N -2.42 -0.15 0.87
N 0.27 -1.85 0.04
H -0.70 -0.91 -1.79
H 1.05 -0.56 -1.49
H -0.66 0.86 1.73
H 1.06 0.96 1.19
H 0.48 -0.16 2.52
H -2.99 -0.40 1.76
```

* E_tot: -336.7634 Ha
* E_HOMO: -0.355 hartree
* energy relative to the best compared isomer or geometry (same formula, charge and spin): 116.6 kcal/mol
* max |F|: 6.517 eV/A
* orbital gap: 10.23 eV

Results of the Mulliken charge analysis, in e, for atoms 1 through 6: -0.43, 0.65, -0.91, 0.91, -0.54, -0.66

=====

The following is a quantum chemistry calculation of the molecule C3H6N4, from the Open Molecules 2025 dataset.

```
13
C3H6N4, DFT ωB97M-V/def2-TZVPD
C -1.34 -0.03 -0.59
C 0.17 -0.21 -0.26
C 0.47 -0.28 1.12
N 0.00 0.63 1.99
N 0.28 0.29 3.23
N 0.97 -0.87 3.09
N 1.17 -1.17 1.86
H -1.39 0.25 -1.62
H -1.61 0.71 0.08
H -1.79 -0.87 -0.23
H 0.59 0.85 -0.58
H 0.78 -1.01 -0.78
H 1.43 -1.54 3.72
```

* E_tot: -336.8631 Ha
* E_HOMO: -0.367 hartree
* energy relative to the best compared isomer or geometry (same formula, charge and spin): 54.1 kcal/mol
* SMILES string: CCc1nn[nH]n1
* max |F|: 5.481 eV/A
* orbital gap: 11.11 eV

Results of the Mulliken charge analysis, in e, for atoms 1 through 6: -1.27, -0.19, 0.49, -0.15, -0.55, 0.32

=====

The following is a quantum chemistry calculation of the molecule C3H6N4O, from the Open Molecules 2025 dataset.

```
14
C3H6N4O, DFT ωB97M-V/def2-TZVPD
H -0.65 1.35 2.14
N -0.25 1.12 1.23
C -0.64 -0.05 0.85
N -1.52 -0.76 1.60
N -0.48 -0.59 -0.41
C 0.53 -0.33 -1.28
O 0.61 -1.01 -2.46
C 1.39 0.63 -1.00
N 2.01 1.64 -0.99
H -1.40 -1.76 1.56
H -1.64 -0.44 2.55
H -1.10 -1.32 -0.73
H 1.33 -0.59 -2.97
H 1.81 2.11 -0.09
```

* E_tot: -412.0424 Ha
* E_HOMO (alpha / beta): -0.229 / -0.229 hartree
* energy relative to the best compared isomer or geometry (same formula, charge and spin): 104.5 kcal/mol
* SMILES string: [H]/N=C(\N)NC(O)=C=N
* max |F|: 4.086 eV/A
* orbital gap (alpha / beta): 6.63 / 6.67 eV

Results of the Mulliken charge analysis, in e, for atoms 1 through 6: 0.17, -0.63, 0.46, -0.53, -0.20, -0.03

=====

The following is a quantum chemistry calculation of the molecule C3H6N4O, from the Open Molecules 2025 dataset.

```
14
C3H6N4O, DFT ωB97M-V/def2-TZVPD
N -3.00 0.51 -0.23
C -1.86 0.86 -0.04
C -0.51 0.87 0.01
N 0.35 1.43 -0.96
N 0.11 0.44 1.29
C 0.72 -0.61 1.18
N 1.15 -1.16 0.03
O 1.87 -2.35 0.14
H -3.77 1.09 0.15
H -0.08 2.09 -1.56
H 1.29 1.73 -0.71
H 1.12 -1.06 2.17
H 0.54 -1.22 -0.72
H 2.08 -2.61 -0.75
```

* E_tot: -412.0195 Ha
* E_HOMO: -0.265 hartree
* energy relative to the best compared isomer or geometry (same formula, charge and spin): 118.9 kcal/mol
* SMILES string: N=C=C(N)/N=C\NO
* max |F|: 5.288 eV/A
* orbital gap: 7.91 eV

Results of the Mulliken charge analysis, in e, for atoms 1 through 6: -0.49, 0.38, -0.01, -0.47, -0.53, 0.00

=====

The following is a quantum chemistry calculation of a structure of composition C3H6N4O, from the Open Molecules 2025 dataset.

```
14
C3H6N4O, DFT ωB97M-V/def2-TZVPD
C 0.05 0.57 -0.23
C -1.18 -0.12 -0.31
C -0.92 -1.50 -0.04
H 0.56 2.49 0.73
H -0.13 2.54 -0.61
H -3.10 -0.04 0.17
H -1.52 -2.52 -0.16
H 2.22 0.48 1.28
H 2.72 0.39 -0.46
N 0.63 2.01 -0.16
N 0.45 -1.65 0.05
N 0.89 -0.40 -0.22
N 2.37 -0.30 0.28
O -2.36 0.67 0.36
```

* E_tot: -411.9851 Ha
* E_HOMO: -0.322 hartree
* energy relative to the best compared isomer or geometry (same formula, charge and spin): 140.5 kcal/mol
* max |F|: 8.210 eV/A
* orbital gap: 9.17 eV

Results of the Mulliken charge analysis, in e, for atoms 1 through 6: 0.32, -0.18, -0.20, 0.24, 0.34, 0.33

=====

The following is a quantum chemistry calculation of the molecule C3H6N4O, from the Open Molecules 2025 dataset.

```
14
C3H6N4O, DFT ωB97M-V/def2-TZVPD
H 0.37 2.16 -0.17
N -0.61 2.09 -0.05
C -0.78 0.84 -0.06
N -2.01 0.07 0.01
C -1.50 -1.19 0.07
O -0.21 -1.34 -0.06
N 0.26 -0.15 -0.21
N 1.29 -0.14 0.56
C 2.54 -0.16 -0.24
H -2.22 -2.00 -0.16
H 1.21 0.77 1.02
H 2.98 0.28 0.84
H 2.91 -1.24 -0.63
H 2.42 0.63 -1.23
```

* E_tot: -411.9586 Ha
* E_HOMO: -0.336 hartree
* energy relative to the best compared isomer or geometry (same formula, charge and spin): 157.1 kcal/mol
* SMILES string: [H]/N=c1/ncon1NC
* max |F|: 6.493 eV/A
* orbital gap: 9.74 eV

Results of the Mulliken charge analysis, in e, for atoms 1 through 6: 0.25, -0.66, 0.43, -0.48, 0.04, -0.25

=====

The following is a quantum chemistry calculation of the molecule C3H6N4O, from the Open Molecules 2025 dataset.

```
14
C3H6N4O, DFT ωB97M-V/def2-TZVPD
N 1.77 -0.13 0.29
C 0.38 -0.21 0.86
C -0.23 0.94 1.45
N -1.31 1.38 0.94
N -1.55 0.68 -0.27
C -0.59 -0.26 -0.28
N -0.59 -1.13 -1.39
O -1.39 -0.88 -2.43
H 1.96 0.78 -0.08
H 2.43 -0.34 1.05
H 0.27 -1.16 1.45
H 0.24 1.46 2.29
H 0.40 -1.12 -1.65
H -1.79 -0.02 -2.23
```

* E_tot: -412.0475 Ha
* E_HOMO: -0.322 hartree
* energy relative to the best compared isomer or geometry (same formula, charge and spin): 101.3 kcal/mol
* SMILES string: N[C@H]1C=NN=C1NO
* max |F|: 5.618 eV/A
* orbital gap: 8.82 eV

Results of the Mulliken charge analysis, in e, for atoms 1 through 6: -0.64, 0.74, -0.43, -0.51, -0.50, 0.06

=====

The following is a quantum chemistry calculation of the molecule C3H6N4O, from the Open Molecules 2025 dataset.

```
14
C3H6N4O, DFT ωB97M-V/def2-TZVPD
H -1.37 -1.68 0.36
N -0.53 -1.53 0.78
C 0.09 -0.54 0.31
C -0.25 0.47 -0.76
C -1.32 0.52 -1.71
N 0.72 1.33 -0.80
O 1.75 1.13 -0.07
N 1.35 -0.29 0.72
N 1.63 -0.07 2.01
H -1.65 -0.49 -2.03
H -2.25 0.76 -1.17
H -1.25 1.25 -2.60
H 0.77 -0.11 2.58
H 2.32 -0.75 2.38
```

* E_tot: -412.0156 Ha
* E_HOMO: -0.335 hartree
* energy relative to the best compared isomer or geometry (same formula, charge and spin): 121.3 kcal/mol
* SMILES string: [H]/N=c1\c(C)non1N
* max |F|: 3.791 eV/A
* orbital gap: 9.84 eV

Results of the Mulliken charge analysis, in e, for atoms 1 through 6: 0.21, -0.75, 0.58, 0.67, -1.21, -0.33

=====

The following is a quantum chemistry calculation of a cluster of 2 separate species, C3H6N4O in total, from the Open Molecules 2025 dataset.

```
14
C3H6N4O, DFT ωB97M-V/def2-TZVPD
C 0.24 0.72 -0.15
C -1.99 -0.07 -0.20
C 0.26 -0.58 -0.05
H 2.23 1.32 0.34
H 1.53 2.24 -0.78
H -1.69 1.99 0.52
H -1.33 -2.05 0.55
H 2.21 -1.39 -0.49
H 1.40 -2.21 0.80
N 1.26 1.63 0.03
N -1.20 1.09 -0.15
N -1.06 -1.00 -0.48
N 1.31 -1.62 -0.03
O -3.17 -0.06 0.10
```

* E_tot: -412.0485 Ha
* E_HOMO: -0.296 hartree
* energy relative to the best compared isomer or geometry (same formula, charge and spin): 100.7 kcal/mol
* max |F|: 8.979 eV/A
* orbital gap: 8.02 eV

Results of the Mulliken charge analysis, in e, for atoms 1 through 6: -0.08, 0.48, 0.25, 0.28, 0.26, 0.33

=====

The following is a quantum chemistry calculation of a cluster of 2 separate species, C3H6N4O in total, from the Open Molecules 2025 dataset.

```
14
C3H6N4O, DFT ωB97M-V/def2-TZVPD
C 0.06 -0.76 -2.07
C -0.51 1.27 2.62
C 0.93 -0.28 -0.98
N -1.36 1.11 1.74
N -2.14 0.79 1.00
N -0.33 0.26 -2.70
N 1.29 -1.05 0.00
O 1.88 -0.80 1.08
H -0.29 -1.83 -2.31
H 0.56 1.28 2.42
H -0.89 1.18 3.61
H 0.73 0.82 -0.82
H -0.94 -0.01 -3.53
H 1.01 -1.98 -0.07
```

* E_tot: -411.9765 Ha
* E_HOMO: -0.312 hartree
* energy relative to the best compared isomer or geometry (same formula, charge and spin): 145.9 kcal/mol
* max |F|: 4.473 eV/A
* orbital gap: 8.55 eV

Results of the Mulliken charge analysis, in e, for atoms 1 through 6: -0.15, -0.37, -0.07, 0.48, -0.60, -0.53

=====

The following is a quantum chemistry calculation of a structure of composition C3H6N4O, from the Open Molecules 2025 dataset.

```
14
C3H6N4O, DFT ωB97M-V/def2-TZVPD
C 2.15 0.06 0.56
C -0.57 1.23 -0.47
C -2.05 -0.05 0.11
H 3.14 -0.63 0.36
H 2.54 1.15 0.54
H 1.71 -0.08 1.59
H 1.46 -2.03 -1.15
H -0.04 2.18 -0.79
H -3.31 -1.42 0.09
N 1.03 -0.49 -0.33
N -0.07 0.05 -0.74
N -1.71 1.31 0.12
N -3.14 -0.48 0.31
O -1.15 -0.81 -0.20
```

* E_tot: -411.8450 Ha
* E_HOMO: -0.309 hartree
* energy relative to the best compared isomer or geometry (same formula, charge and spin): 228.4 kcal/mol
* max |F|: 8.873 eV/A
* orbital gap: 6.89 eV

Results of the Mulliken charge analysis, in e, for atoms 1 through 6: -0.60, -0.13, 0.67, 0.23, 0.25, 0.31

=====

The following is a quantum chemistry calculation of the molecule C3H6N4O, from the Open Molecules 2025 dataset.

```
14
C3H6N4O, DFT ωB97M-V/def2-TZVPD
H -1.65 -0.19 1.03
N -1.17 -0.56 1.90
C -0.04 -1.07 1.86
N 0.84 -1.24 0.76
C 0.55 -0.85 -0.53
N 0.94 -1.36 -1.59
H 0.46 -0.82 -2.42
O -0.32 0.22 -0.47
N -0.15 1.20 -1.44
C -0.47 2.35 -0.98
H 0.48 -1.48 2.74
H 1.61 -1.90 0.84
H -0.78 2.52 0.03
H -0.30 3.18 -1.72
```

* E_tot: -412.0815 Ha
* E_HOMO: -0.350 hartree
* energy relative to the best compared isomer or geometry (same formula, charge and spin): 80.0 kcal/mol
* SMILES string: [H]/N=C\N/C(=N/[H])ON=C
* max |F|: 2.792 eV/A
* orbital gap: 10.39 eV

Results of the Mulliken charge analysis, in e, for atoms 1 through 6: 0.36, -0.71, 0.04, -0.15, 0.52, -0.66

=====

The following is a quantum chemistry calculation of the molecule C3H6N4O, from the Open Molecules 2025 dataset.

```
14
C3H6N4O, DFT ωB97M-V/def2-TZVPD
H -2.55 0.38 -0.73
N -1.56 0.56 -0.55
C -0.92 -0.53 -0.64
N 0.48 -0.52 -0.38
N 1.25 -1.62 -0.83
C 1.21 0.48 0.20
N 0.89 1.47 0.90
C -0.36 1.68 1.51
O -0.75 1.03 2.42
H -1.24 -1.56 -0.85
H 1.11 -2.44 -0.22
H 1.02 -1.89 -1.79
H 2.25 0.36 -0.19
H -0.84 2.60 1.14
```

* E_tot: -412.1180 Ha
* E_HOMO: -0.348 hartree
* energy relative to the best compared isomer or geometry (same formula, charge and spin): 57.0 kcal/mol
* SMILES string: [H]/N=C/N(N)/C=N\C=O
* max |F|: 2.186 eV/A
* orbital gap: 10.02 eV

Results of the Mulliken charge analysis, in e, for atoms 1 through 6: 0.22, -0.55, -0.03, 0.21, -0.84, 0.18

=====

The following is a quantum chemistry calculation of the molecule C3H6N4O, from the Open Molecules 2025 dataset.

```
14
C3H6N4O, DFT ωB97M-V/def2-TZVPD
C 0.56 1.57 -0.93
C -0.40 0.48 -0.70
C 0.65 -0.39 1.39
N -0.81 -0.40 -1.75
N -1.14 -1.49 -1.27
N -0.94 -1.55 0.02
N -0.52 -0.29 0.54
O -0.82 1.79 -0.71
H 1.21 1.89 -0.13
H 0.89 1.75 -1.94
H 0.44 -1.10 2.18
H 1.55 -0.70 0.84
H 0.82 0.59 1.84
H -1.49 -2.16 0.61
```

* E_tot: -411.9119 Ha
* E_HOMO (alpha / beta): -0.196 / -0.336 hartree
* energy relative to the best compared isomer or geometry (same formula, charge and spin): 44.2 kcal/mol
* multiplicity: 3
* max |F|: 9.237 eV/A
* orbital gap (alpha / beta): 6.05 / 7.02 eV

Results of the Mulliken charge analysis, in e, for atoms 1 through 6: -0.69, 0.93, -0.89, -0.17, -0.81, 0.27